Record 1
Computed, not measured: C42H40IrN6P2Se2 as an isolated structure, with the ωB97M-V functional and the def2-TZVPD basis.

Last column: Löwdin charge in e.
CARTESIAN COORDINATES (ANGSTROEM)
Ir  2.043  1.012  -0.551  1.123
C  3.015  4.243  -0.841  -0.061
N  1.844  3.350  -0.746  -0.240
C  0.989  3.602  -1.930  -0.079
C  1.223  3.636  0.561  -0.266
C  0.313  4.645  0.773  -0.029
C  -0.142  4.907  2.061  -0.064
C  0.356  4.172  3.122  -0.069
C  1.269  3.143  2.903  -0.004
C  1.702  2.864  1.615  -0.236
N  2.534  1.842  1.165  -0.082
C  3.541  1.078  1.757  -0.227
C  3.784  0.896  3.115  0.000
C  4.765  0.005  3.546  -0.068
C  5.525  -0.707  2.637  -0.074
C  5.338  -0.483  1.278  -0.023
C  4.369  0.399  0.849  -0.248
N  4.194  0.768  -0.572  -0.335
C  5.029  1.972  -0.800  -0.054
C  4.671  -0.258  -1.530  -0.141
H  2.678  5.278  -0.920  0.109
H  3.610  4.000  -1.716  0.083
H  3.619  4.167  0.054  0.089
H  0.939  4.667  -2.169  0.094
H  -0.009  3.228  -1.743  0.063
H  1.413  3.078  -2.789  0.087
H  -0.060  5.227  -0.064  0.122
H  -0.866  5.696  2.228  0.111
H  0.028  4.386  4.133  0.109
H  1.608  2.561  3.746  0.092
H  3.202  1.421  3.854  0.091
H  4.919  -0.132  4.610  0.112
H  6.276  -1.412  2.970  0.109
H  5.958  -1.011  0.561  0.116
H  6.082  1.702  -0.718  0.110
H  4.810  2.711  -0.050  0.070
H  4.833  2.372  -1.792  0.091
H  5.760  -0.265  -1.591  0.097
H  4.275  -0.023  -2.517  0.092
H  4.336  -1.248  -1.247  0.010
Se  -5.249  1.273  0.234  0.328
P  -3.809  -0.328  -0.030  0.698
C  -3.573  -0.710  1.845  -0.371
C  -3.157  0.301  2.698  -0.119
C  -3.088  0.035  4.057  -0.058
C  -3.427  -1.223  4.554  -0.078
C  -3.841  -2.220  3.689  -0.093
C  -3.915  -1.966  2.322  -0.113
C  -4.074  -0.538  -1.912  -0.394
C  -3.802  0.538  -2.743  -0.141
C  -3.975  0.384  -4.111  -0.068
C  -4.415  -0.831  -4.638  -0.089
C  -4.709  -1.887  -3.793  -0.077
C  -4.535  -1.743  -2.420  -0.098
C  -2.153  0.494  -0.200  -0.438
C  -0.882  -0.038  -0.430  -0.426
N  0.003  1.018  -0.371  -0.190
N  -0.702  2.098  -0.125  -0.044
N  -1.980  1.817  -0.021  0.055
P  -0.305  -1.669  -0.682  0.714
Se  1.867  -1.477  -0.770  0.569
C  -0.736  -2.363  -2.276  -0.365
C  -0.307  -3.665  -2.556  -0.108
C  -0.389  -4.148  -3.851  -0.056
C  -0.864  -3.326  -4.869  -0.050
C  -1.253  -2.023  -4.595  -0.059
C  -1.188  -1.534  -3.298  -0.077
C  -0.804  -2.715  0.681  -0.353
C  -1.473  -3.924  0.514  -0.077
C  -1.747  -4.705  1.630  -0.063
C  -1.371  -4.272  2.893  -0.065
C  -0.695  -3.065  3.055  -0.059
C  -0.402  -2.290  1.951  -0.085
H  -2.893  1.277  2.319  0.089
H  -2.781  0.825  4.730  0.110
H  -3.366  -1.418  5.617  0.108
H  -4.119  -3.196  4.068  0.111
H  -4.235  -2.742  1.639  0.103
H  -3.471  1.481  -2.333  0.096
H  -3.779  1.223  -4.765  0.113
H  -4.536  -0.942  -5.709  0.110
H  -5.082  -2.821  -4.196  0.111
H  -4.767  -2.565  -1.753  0.104
H  0.116  -4.285  -1.773  0.110
H  -0.056  -5.154  -4.074  0.114
H  -0.902  -3.699  -5.886  0.114
H  -1.587  -1.372  -5.393  0.112
H  -1.477  -0.513  -3.082  0.097
H  -1.781  -4.257  -0.469  0.102
H  -2.247  -5.658  1.511  0.115
H  -1.606  -4.877  3.761  0.117
H  -0.396  -2.735  4.041  0.118
H  0.144  -1.358  2.060  0.113

## Properties
Total charge   +1
Frontier orbital gap (alpha / beta)   5.722 / 5.723 eV
Spin multiplicity   1
Relative energy (zero: lowest compared OMol25 entry of this formula, charge and spin)   362.0 kJ/mol

***

Record 2
Computed, not measured: C42H40MgN2O6P2 as an isolated structure, with the ωB97M-V functional and the def2-TZVPD basis.

Last column: Löwdin charge in e.
CARTESIAN COORDINATES (ANGSTROEM)
Mg  1.566  -1.115  -3.095  0.912
C  -2.981  0.674  -0.052  -0.102
C  -3.614  0.760  -1.224  -0.108
C  -4.066  1.987  -1.998  -0.211
C  -2.920  2.572  -2.814  -0.219
C  -2.038  3.511  -2.059  -0.105
C  -2.033  3.683  -0.724  -0.087
C  -2.924  3.154  0.370  -0.220
C  -2.623  1.764  0.908  -0.185
C  3.161  0.119  -2.470  -0.224
H  -2.719  -0.323  0.305  0.103
H  -4.008  -0.145  -1.716  0.091
H  -4.553  2.764  -1.374  0.100
H  -4.871  1.695  -2.707  0.112
H  -2.366  1.748  -3.319  0.114
H  -3.315  3.105  -3.693  0.106
H  -1.201  3.909  -2.687  0.110
H  -1.174  4.257  -0.344  0.102
H  -3.978  3.175  0.093  0.087
H  -2.939  3.892  1.173  0.109
H  -1.567  1.731  1.179  0.105
H  -3.198  1.548  1.834  0.126
H  3.780  -0.539  -1.794  -0.003
H  3.105  1.164  -2.045  -0.005
H  3.727  0.249  -3.397  -0.078
P  0.179  -2.470  -6.839  1.013
P  2.342  0.239  -7.595  1.010
C  -0.275  -0.789  -7.335  -0.362
C  0.578  0.081  -7.959  -0.375
C  -0.324  -3.378  -8.402  -0.374
C  -1.303  -2.914  -9.307  -0.095
C  -1.513  -3.567  -10.535  -0.090
C  -0.771  -4.693  -10.906  -0.083
C  0.171  -5.190  -9.980  -0.086
C  0.391  -4.549  -8.749  -0.108
C  -1.101  -2.730  -5.518  -0.379
C  -1.161  -1.776  -4.491  -0.153
C  -2.170  -1.803  -3.546  -0.071
C  -3.203  -2.733  -3.659  -0.064
C  -3.207  -3.626  -4.732  -0.068
C  -2.169  -3.620  -5.660  -0.084
C  2.874  0.666  -9.358  -0.354
C  2.466  -0.205  -10.399  -0.117
C  2.761  0.081  -11.735  -0.094
C  3.489  1.232  -12.082  -0.094
C  3.920  2.079  -11.055  -0.095
C  3.654  1.793  -9.709  -0.087
C  2.372  1.890  -6.758  -0.394
C  3.545  2.307  -6.092  -0.118
C  3.623  3.593  -5.561  -0.083
C  2.559  4.494  -5.708  -0.078
C  1.412  4.086  -6.397  -0.083
C  1.317  2.797  -6.914  -0.100
H  -1.338  -0.524  -7.228  0.083
H  0.228  0.786  -8.733  0.085
H  -1.892  -2.026  -9.067  0.099
H  -2.280  -3.195  -11.233  0.107
H  -0.933  -5.194  -11.881  0.112
H  0.731  -6.089  -10.251  0.102
H  1.138  -4.949  -8.052  0.099
H  -0.483  -0.914  -4.525  0.078
H  -2.164  -1.057  -2.760  0.086
H  -4.030  -2.680  -2.967  0.103
H  -4.069  -4.266  -4.874  0.106
H  -2.262  -4.227  -6.559  0.103
H  1.916  -1.131  -10.177  0.100
H  2.449  -0.600  -12.538  0.104
H  3.732  1.446  -13.132  0.105
H  4.495  2.974  -11.317  0.104
H  4.074  2.449  -8.935  0.100
H  4.406  1.639  -6.024  0.104
H  4.524  3.913  -5.037  0.106
H  2.623  5.503  -5.301  0.104
H  0.587  4.782  -6.552  0.104
H  0.436  2.504  -7.482  0.088
O  1.979  -2.590  -1.372  -0.052
C  1.465  -1.614  -0.727  -0.584
O  0.601  -0.830  -1.311  -0.125
C  1.785  -1.212  0.751  -0.046
C  1.935  0.121  1.241  0.093
C  1.665  0.440  2.587  -0.117
C  0.997  -0.511  3.396  0.106
C  0.975  -1.872  2.970  -0.110
C  1.459  -2.207  1.682  0.073
N  0.046  -2.852  3.464  -0.322
O  -0.806  -2.524  4.306  0.084
O  0.184  -4.009  2.997  0.050
N  1.910  1.813  3.034  -0.304
O  2.709  2.506  2.356  0.054
O  1.286  2.322  3.995  0.064
H  2.329  0.950  0.652  0.128
H  0.754  -0.278  4.420  0.127
H  1.512  -3.254  1.403  0.135

## Properties
Frontier orbital gap   7.085 eV
Spin multiplicity   1